No. 1
{
  "formula": "C4H14NO",
  "method": "ωB97M-V/def2-TZVPD",
  "relative_energy_kj_mol": 50.62,
  "e_lumo_ha": -0.1173,
  "spin_multiplicity": 1,
  "homo_lumo_gap_ha": 0.4575,
  "total_charge": 1,
  "mol_weight_g_mol": 92.16,
  "symbols": ["C", "C", "C", "C", "N", "H", "H", "H", "H", "H", "H", "H", "H", "H", "H", "H", "H", "H", "H", "O"],
  "positions_angstrom": [[-1.13264, 0.84220, -0.33454], [-1.24223, 0.40136, 1.12178], [0.06199, 0.27623, 1.90459], [0.83327, -0.97690, 1.56306], [-0.78915, -0.35638, -1.22373], [-0.27404, 1.50274, -0.45579], [-2.00426, 1.33022, -0.75709], [-1.74191, -0.56255, 1.13736], [-1.97763, 1.07257, 1.56120], [-0.21894, 0.25830, 2.95815], [0.72330, 1.13004, 1.76032], [0.23608, -1.86929, 1.38540], [1.42108, -0.80823, 0.66406], [1.45542, -1.28901, 2.40261], [-1.65229, -0.84107, -1.45194], [-0.41993, -0.02311, -2.11811], [-0.08056, -0.87664, -0.71305], [2.62517, -0.48306, -2.46315], [2.01740, 0.87715, -2.38306], [1.75767, -0.05578, -2.35454]]
}

No. 2
{
  "formula": "C5H8N2",
  "method": "ωB97M-V/def2-TZVPD",
  "relative_energy_kj_mol": 622.76,
  "e_lumo_ha": 0.0266,
  "spin_multiplicity": 1,
  "homo_lumo_gap_ha": 0.3128,
  "total_charge": 0,
  "mol_weight_g_mol": 96.13,
  "symbols": ["C", "C", "C", "N", "C", "C", "N", "H", "H", "H", "H", "H", "H", "H", "H"],
  "positions_angstrom": [[-1.36908, -0.41819, 0.69144], [-1.00679, 0.89050, -0.74389], [0.03682, 1.71400, -0.12654], [0.14657, 0.35380, 0.37625], [1.27713, -0.38829, -0.17177], [1.13409, -1.84324, -0.01848], [1.06622, -2.99330, 0.08262], [-1.91699, 0.23146, 1.36851], [-0.88616, -1.22283, 1.25985], [-2.06854, -0.89862, -0.00232], [-0.65478, 0.42191, -1.67305], [0.90552, 1.97739, -0.73100], [-0.20642, 2.47096, 0.62127], [1.42211, -0.17925, -1.24368], [2.19124, -0.08972, 0.35899]]
}

No. 3
{
  "formula": "C19H38Cl38",
  "method": "ωB97M-V/def2-TZVPD",
  "relative_energy_kj_mol": 117.77,
  "e_lumo_ha": 0.0066,
  "spin_multiplicity": 1,
  "homo_lumo_gap_ha": 0.3961,
  "total_charge": 0,
  "mol_weight_g_mol": 1613.73,
  "symbols": ["C", "Cl", "Cl", "H", "H", "C", "Cl", "Cl", "H", "H", "C", "Cl", "Cl", "H", "H", "C", "Cl", "Cl", "H", "H", "C", "Cl", "Cl", "H", "H", "C", "Cl", "Cl", "H", "H", "C", "Cl", "Cl", "H", "H", "C", "Cl", "Cl", "H", "H", "C", "Cl", "Cl", "H", "H", "C", "Cl", "Cl", "H", "H", "C", "Cl", "Cl", "H", "H", "C", "Cl", "Cl", "H", "H", "C", "Cl", "Cl", "H", "H", "C", "Cl", "Cl", "H", "H", "C", "Cl", "Cl", "H", "H", "C", "Cl", "Cl", "H", "H", "C", "Cl", "Cl", "H", "H", "C", "Cl", "Cl", "H", "H", "C", "Cl", "Cl", "H", "H"],
  "positions_angstrom": [[0.07288, -1.84629, 4.70097], [-1.47690, -2.03455, 3.92138], [0.79493, -3.38403, 5.27917], [0.77215, -1.42822, 4.00852], [0.04274, -1.21167, 5.58920], [-0.75901, -3.48262, 0.37208], [0.39034, -4.13700, 1.55367], [-1.41127, -4.72481, -0.69829], [-1.48251, -2.90518, 0.90642], [-0.30512, -2.70196, -0.24501], [-2.86481, 4.44020, 0.99545], [-4.12205, 3.95291, 2.16999], [-2.19469, 5.99312, 1.64113], [-2.09533, 3.68847, 0.94171], [-3.37037, 4.68256, 0.01466], [3.70219, -4.76024, -0.85371], [4.57908, -3.33731, -1.49622], [2.22441, -5.23037, -1.68274], [4.43570, -5.51953, -0.88402], [3.40036, -4.53757, 0.14907], [4.64562, -3.33382, 3.26569], [3.79784, -2.10978, 2.30191], [5.89486, -4.27955, 2.42176], [5.10842, -2.78352, 4.05482], [3.94288, -3.96282, 3.74085], [-4.91730, 0.42141, -1.77511], [-6.62805, -0.00292, -1.51207], [-4.71432, 2.17470, -1.51481], [-4.30103, -0.05928, -1.04911], [-4.68927, 0.21133, -2.80590], [-6.01679, -4.08704, -0.33436], [-4.51742, -3.12363, -0.49109], [-7.49843, -3.18631, -0.54843], [-5.93481, -4.82314, -1.15087], [-6.03098, -4.60624, 0.59887], [-2.53866, 1.19746, 5.03797], [-1.75597, 0.63704, 6.56131], [-1.27648, 1.96706, 4.06787], [-2.91692, 0.28015, 4.55256], [-3.31987, 1.95860, 5.26953], [-5.46537, 1.05521, 1.94574], [-6.05149, 1.81116, 3.44475], [-4.57759, -0.50180, 2.28396], [-6.26109, 0.75164, 1.27462], [-4.75624, 1.71578, 1.52902], [-1.19391, 4.53455, -3.50231], [-2.02172, 5.99404, -3.01859], [-0.68363, 3.53743, -2.08353], [-1.88720, 3.91044, -4.10731], [-0.28698, 4.80342, -4.07096], [3.74890, 3.71224, -1.88061], [3.13753, 4.71287, -3.18647], [2.56298, 2.54119, -1.44245], [4.67802, 3.25569, -2.10154], [3.96266, 4.36547, -1.00009], [-3.31244, -4.81464, 4.31107], [-3.71167, -6.22996, 3.23739], [-4.39392, -3.48027, 4.34605], [-3.26284, -5.20178, 5.30939], [-2.33463, -4.49609, 4.00443], [0.88489, 5.16572, 0.23301], [2.35940, 5.93941, 0.89781], [0.43391, 3.74796, 1.16233], [0.04428, 5.88221, 0.36827], [1.02611, 4.85813, -0.80955], [3.40008, 2.16857, 2.10709], [4.96307, 2.66547, 2.68206], [2.30977, 1.54954, 3.43037], [2.90121, 2.97778, 1.55427], [3.44108, 1.33138, 1.45718], [2.23994, -1.74885, -3.83604], [1.46981, -2.36304, -5.36378], [3.83761, -0.96420, -4.10603], [1.54911, -1.04786, -3.41090], [2.47099, -2.59540, -3.19053], [2.42739, 1.38130, -7.04154], [1.74195, 1.83664, -5.48875], [4.19077, 1.70819, -7.06020], [2.27333, 0.32508, -7.23402], [2.00952, 1.98693, -7.84090], [6.95663, -0.00466, -0.08378], [7.78060, -0.48674, -1.53222], [5.35290, 0.66264, -0.38770], [6.81983, -0.79578, 0.62075], [7.42902, 0.81061, 0.39826], [0.54686, 0.50828, 0.27385], [-1.04649, -0.00765, 0.75482], [1.63186, -0.77558, -0.09898], [0.45629, 1.08685, -0.63618], [0.89489, 1.22170, 1.00571], [-1.45302, -0.64512, -4.35389], [-2.18502, 0.87544, -4.65452], [-1.27968, -1.05911, -2.61073], [-1.96817, -1.41435, -4.85539], [-0.46608, -0.76376, -4.71752]]
}

No. 4
{
  "formula": "C4H10O",
  "method": "ωB97M-V/def2-TZVPD",
  "relative_energy_kj_mol": 33.78,
  "e_lumo_ha": 0.0376,
  "spin_multiplicity": 1,
  "homo_lumo_gap_ha": 0.4129,
  "total_charge": 0,
  "smiles": "CCCCO",
  "mol_weight_g_mol": 74.12,
  "symbols": ["C", "C", "C", "C", "O", "H", "H", "H", "H", "H", "H", "H", "H", "H", "H"],
  "positions_angstrom": [[-2.17686, 0.00402, -0.21143], [-0.79800, 0.62346, 0.01104], [0.28835, -0.44489, 0.14517], [1.70012, 0.12009, 0.24275], [2.65928, -0.92732, 0.20346], [-2.16946, -0.63729, -1.10060], [-2.47497, -0.61888, 0.63986], [-2.94809, 0.76772, -0.35658], [-0.55694, 1.28222, -0.83564], [-0.81796, 1.26573, 0.90258], [0.25317, -1.10369, -0.73180], [0.08891, -1.08130, 1.01810], [1.86360, 0.83365, -0.57832], [1.82798, 0.67786, 1.18108], [3.26086, -0.76138, -0.52968]]
}